[1]
22
Properties=species:S:1:pos:R:3 method="wB97M-V/def2-TZVPD" energy_ha=-329.350000 lumo_energy_ev="-2.548 / -7.265" e_homo_ev="-9.92 / -16.11" total_charge=+1 fmax_ev_per_a=16.71 homo_lumo_gap_ev="7.376 / 8.843" spin_multiplicity=3
C -1.21 -0.64 0.14
C -2.44 -0.43 0.34
C -0.23 -1.71 -0.25
C 0.87 -0.58 -0.56
C 2.19 -0.76 0.11
C 0.13 1.22 1.15
C -0.51 1.44 -1.13
N -0.15 0.54 -0.12
H -2.82 0.56 0.62
H -3.14 -1.22 0.37
H 0.06 -2.28 0.61
H -0.49 -2.48 -0.99
H 1.21 -0.43 -1.53
H 2.13 -1.25 1.14
H 2.65 0.15 0.25
H 2.80 -1.40 -0.52
H -0.77 1.65 1.52
H 0.35 0.46 1.91
H 0.96 2.03 1.02
H -1.46 1.81 -0.99
H 0.08 2.36 -1.05
H -0.23 0.96 -2.02

***

[2]
13
Properties=species:S:1:pos:R:3 method="wB97M-V/def2-TZVPD" energy_ha=-721.280603 lumo_energy_ev=3.705 e_homo_ev=-2.03 total_charge=-1 fmax_ev_per_a=4.68 homo_lumo_gap_ev=5.740
C 0.86 1.03 1.40
C -1.34 -0.15 -0.52
C -1.02 -1.61 -0.37
N 1.44 1.57 0.44
O 2.48 1.97 -1.91
O -2.43 0.38 -0.23
S 2.25 0.84 -0.92
H 0.56 1.64 2.12
H 0.55 -0.02 1.64
H -0.41 0.44 -0.87
H -1.79 -2.09 0.32
H -0.07 -1.79 0.19
H -1.08 -2.22 -1.29